Record 1
C5H7NO in the gas phase in a non-equilibrium geometry, computed with ωB97M-V/def2-TZVPD.

Structure (XYZ):
```
14
Properties=species:S:1:pos:R:3:forces:R:3
C -2.22357 -1.69206 0.11839 0.109 0.336 0.028
C -1.66907 -0.64764 0.33869 -0.455 -0.450 -0.123
C -0.89854 0.55261 0.63965 0.003 -0.102 -0.047
C 0.58229 0.17030 0.79289 0.077 -0.613 -0.231
N 1.14747 -0.33605 -0.52763 -0.011 0.795 0.511
C 1.60858 0.69181 -1.27237 0.054 0.550 0.093
O 1.60815 1.82090 -0.81912 0.316 0.462 -0.797
H -2.74130 -2.60085 -0.08087 0.034 0.062 0.014
H -1.29803 1.03684 1.54366 0.284 -0.228 -0.103
H -0.99685 1.29826 -0.16037 0.078 -0.227 0.093
H 1.08975 1.07914 1.17308 0.215 -0.811 -0.839
H 0.74785 -0.60338 1.53453 -0.328 -0.242 0.039
H 1.06113 -1.25498 -0.98884 -0.280 0.775 1.141
H 1.98213 0.48511 -2.29168 -0.096 -0.306 0.222
```
Forces are in eV/Å.

Output
SMILES: C#CCCNC=O
Kohn-Sham gap in Eh: 0.3927
E_tot in eV: -8834.07852
Largest force on an atom in Eh/bohr: 0.0274
Lowest unoccupied orbital energy in eV: 0.9
Charge: 0
E_HOMO in eV: -9.752

***

Record 2
A molecular structure, C5H7NO in a non-equilibrium geometry, computed with ωB97M-V/def2-TZVPD.

Structure (XYZ):
```
14
Properties=species:S:1:pos:R:3:forces:R:3
O 0.01636 -1.73881 -0.42723 -0.072 0.985 -1.110
C 0.24613 -1.61051 -1.70508 0.012 -0.466 -0.556
C -0.02711 -0.36779 0.04361 -0.046 0.081 0.322
C -0.75954 0.86683 -0.51020 -0.267 0.177 -0.220
N -0.05630 1.36312 0.74058 0.004 0.339 0.228
C 1.14616 0.57489 0.24270 0.457 0.089 0.070
C -0.51412 0.06983 1.39694 -0.172 -0.121 0.492
H 0.21120 -2.62023 -2.15253 0.057 -0.388 0.394
H -0.39599 1.35618 -1.41763 0.041 -0.347 0.121
H -1.84885 0.93257 -0.44033 0.123 -0.231 0.060
H 1.61626 1.02743 -0.63402 -0.108 -0.213 0.081
H 1.87189 0.33702 1.02153 -0.079 -0.004 0.014
H 0.08332 -0.22754 2.25881 -0.080 0.099 0.036
H -1.58941 0.03703 1.58285 0.129 -0.003 0.067
```
Forces are in eV/Å.

Output
Kohn-Sham gap in Eh: 0.3419
E_tot in eV: -8829.94258
Largest force on an atom in Eh/bohr: 0.0289
Lowest unoccupied orbital energy in eV: 0.6
Charge: 0
E_HOMO in eV: -8.687

***

Record 3
C5H7NO in the gas phase, computed with ωB97M-V/def2-TZVPD.

Structure (XYZ):
```
14
Properties=species:S:1:pos:R:3:forces:R:3
C -1.66915 -1.07095 0.15684 -0.162 -0.008 -0.005
C -0.27860 -0.54309 0.16218 -0.107 0.192 -0.220
O 0.73394 -1.41699 0.45930 -0.067 -0.175 -0.085
C 1.89763 -0.77088 0.24246 0.072 -0.038 0.147
C 1.67367 0.48907 -0.17856 0.178 0.430 -0.119
C 0.24881 0.65227 -0.22707 -0.102 -0.465 0.424
N -0.44417 1.81975 -0.59379 -0.063 0.201 0.090
H -2.36432 -0.26582 -0.09667 0.078 -0.062 0.055
H -1.79454 -1.84383 -0.61013 0.068 0.065 0.079
H -1.99213 -1.50456 1.11030 0.194 0.121 -0.072
H 2.80008 -1.31019 0.47472 -0.046 -0.030 -0.071
H 2.43089 1.22541 -0.42376 -0.180 -0.131 0.063
H 0.09913 2.63882 -0.35259 -0.056 0.001 -0.118
H -1.34125 1.90099 -0.12321 0.192 -0.102 -0.166
```
Forces are in eV/Å.

Output
SMILES: Cc1occc1N
Kohn-Sham gap in Eh: 0.3246
E_tot in eV: -8835.44882
Largest force on an atom in Eh/bohr: 0.0124
Lowest unoccupied orbital energy in eV: 1.0
Charge: 0
E_HOMO in eV: -7.789

***

Record 4
C5H7NO in the gas phase in a non-equilibrium geometry, computed with ωB97M-V/def2-TZVPD.

Structure (XYZ):
```
14
Properties=species:S:1:pos:R:3:forces:R:3
C -1.40376 -0.09136 0.43400 -0.376 0.795 0.092
C -0.39011 0.56802 -0.75123 -0.349 -0.483 0.358
C 0.75403 1.28816 -0.10513 -0.216 -0.150 0.621
C 1.48431 0.34355 0.50017 0.014 0.128 -0.020
N 1.12923 -0.93190 0.04411 0.114 -0.264 -0.243
C 0.08676 -0.82527 -0.92726 0.717 -0.577 -0.148
O -0.42718 -1.69884 -1.58468 0.662 -0.176 0.269
H -2.37268 -0.42991 0.05780 0.166 0.526 -0.307
H -1.49238 0.63819 1.22299 -0.409 0.460 0.065
H -1.01733 -0.99329 0.95995 0.146 0.774 -0.744
H -0.81246 1.06983 -1.63802 -0.416 -0.618 0.708
H 0.95586 2.35482 -0.10948 -0.364 -0.268 0.287
H 2.19915 0.47044 1.30588 0.299 -0.147 -0.495
H 1.30658 -1.76245 0.59091 0.013 0.000 -0.443
```
Forces are in eV/Å.

Output
SMILES: C[C@H]1C=CNC1=O
Kohn-Sham gap in Eh: 0.3433
E_tot in eV: -8834.62899
Largest force on an atom in Eh/bohr: 0.0211
Lowest unoccupied orbital energy in eV: 0.9
Charge: 0
E_HOMO in eV: -8.428

***

Record 5
A molecular structure, C5H7NO, computed with ωB97M-V/def2-TZVPD.

Structure (XYZ):
```
14
Properties=species:S:1:pos:R:3:forces:R:3
O 0.72106 -2.56032 0.48718 0.042 0.571 0.260
C 0.48777 -1.51617 1.05095 0.223 -0.010 -0.207
C 0.26420 -0.22706 0.27416 0.026 -0.153 -0.006
C -0.11719 -0.32438 -1.19473 -0.118 -0.242 -0.407
N -0.53440 1.10710 -0.88136 -0.095 0.192 -0.113
C 0.79775 1.21013 -0.19106 0.376 0.136 0.146
C -1.03777 0.56586 0.44722 -0.423 0.020 0.206
H 0.22432 -1.52164 2.12865 0.224 0.173 -0.032
H 0.71028 -0.39345 -1.90775 -0.237 0.016 0.021
H -0.92863 -1.00691 -1.45628 -0.037 0.155 0.035
H 1.62133 1.28132 -0.91158 -0.024 -0.316 0.318
H 0.82567 2.05271 0.51147 0.080 -0.439 0.116
H -1.05465 1.31995 1.24450 -0.110 -0.152 -0.202
H -1.97973 0.01286 0.39865 0.074 0.049 -0.135
```
Forces are in eV/Å.

Output
Kohn-Sham gap in Eh: 0.3608
E_tot in eV: -8832.33160
Largest force on an atom in Eh/bohr: 0.0122
Lowest unoccupied orbital energy in eV: 0.7
Charge: 0
E_HOMO in eV: -9.155

***

Record 6
C5H7NO in the gas phase in a non-equilibrium geometry, computed with ωB97M-V/def2-TZVPD.

Structure (XYZ):
```
14
Properties=species:S:1:pos:R:3:forces:R:3
C -2.33311 0.21217 -0.16603 3.221 3.829 0.475
C -0.05694 0.97451 0.23075 -0.381 0.413 -2.315
C 0.37342 -0.36478 -0.38236 0.712 1.597 1.616
C -1.88308 -1.19668 0.01816 -1.856 -0.234 0.656
C 1.79174 -0.63222 0.07221 -1.800 -1.434 -1.416
N -1.45987 1.22732 -0.02150 -2.799 -1.721 0.320
O -0.62640 -1.38305 0.03509 1.814 -0.309 -0.219
H -3.37260 0.60810 -0.10310 0.671 -1.132 -0.588
H 0.06030 1.08909 1.29736 0.205 -0.523 0.579
H 0.52968 1.85961 -0.17690 -0.568 -1.202 0.154
H 0.37496 -0.39630 -1.44091 -0.481 0.357 -1.122
H 1.92332 -0.45411 1.04981 -0.151 -0.044 4.120
H 2.50589 0.03684 -0.24577 1.150 1.906 -1.934
H 2.17270 -1.58051 -0.16680 0.262 -1.502 -0.326
```
Forces are in eV/Å.

Output
Kohn-Sham gap (alpha / beta) in Eh: 0.2745 / 0.2744
E_tot in eV: -8831.52213
Largest force on an atom in Eh/bohr: 0.0977
Lowest unoccupied orbital energy (alpha / beta) in eV: -0.5 / -0.5
Charge: 0
E_HOMO (alpha / beta) in eV: -7.923 / -7.922

***

Record 7
A molecular structure, C5H7NO, computed with ωB97M-V/def2-TZVPD.

Structure (XYZ):
```
14
Properties=species:S:1:pos:R:3:forces:R:3
C -0.91228 2.15103 0.17553 -0.194 0.144 0.122
N 0.13293 1.63524 -0.69942 0.117 -0.486 0.064
C 0.31248 0.40079 -0.61983 -0.095 0.475 0.037
O 1.25148 -0.33895 -1.31829 0.015 0.068 -0.055
C 0.69160 -1.54980 -0.76935 0.012 -0.370 -0.079
C 0.86910 -1.56369 0.70190 0.187 -0.076 0.111
C -0.27980 -0.78565 0.07757 -0.276 0.082 0.049
H -0.72000 1.90639 1.22780 -0.007 0.050 -0.112
H -0.96358 3.23772 0.08758 0.039 -0.142 -0.020
H -1.89929 1.74851 -0.08421 0.091 0.058 -0.012
H 0.55599 -2.39422 -1.43271 0.028 0.130 0.096
H 1.70869 -1.02248 1.12858 -0.103 -0.075 -0.040
H 0.57806 -2.47284 1.22340 0.020 0.158 -0.135
H -1.32538 -0.95205 0.30144 0.167 -0.014 -0.025
```
Forces are in eV/Å.

Output
Kohn-Sham gap in Eh: 0.3867
E_tot in eV: -8833.56409
Largest force on an atom in Eh/bohr: 0.0098
Lowest unoccupied orbital energy in eV: 1.0
Charge: 0
E_HOMO in eV: -9.539

***

Record 8
C5H7NO in the gas phase, computed with ωB97M-V/def2-TZVPD.

Structure (XYZ):
```
14
Properties=species:S:1:pos:R:3:forces:R:3
C -1.84809 0.08491 0.45297 -0.084 0.007 0.080
N -0.41775 -0.13445 0.32179 0.191 0.070 0.009
C 0.12348 -1.35870 -0.03502 0.081 -0.016 0.155
C 1.34645 -1.14850 -0.60253 0.097 -0.040 0.153
C 1.59869 0.26052 -0.57502 -0.038 0.120 0.040
C 0.49746 0.82961 0.01336 -0.014 -0.231 -0.054
O 0.18563 2.11026 0.34405 0.103 0.114 -0.167
H -2.24642 0.53108 -0.46738 0.044 -0.035 0.220
H -2.08780 0.72943 1.30231 0.095 -0.068 -0.131
H -2.32737 -0.88923 0.58745 0.102 0.215 0.063
H -0.33621 -2.23832 0.38680 -0.116 -0.182 -0.561
H 2.02623 -1.90887 -0.96534 -0.097 0.100 0.194
H 2.49468 0.77514 -0.90198 -0.203 -0.084 0.047
H 1.00389 2.62000 0.32642 -0.163 0.029 -0.050
```
Forces are in eV/Å.

Output
SMILES: Cn1cccc1O
Kohn-Sham gap in Eh: 0.3125
E_tot in eV: -8835.37532
Largest force on an atom in Eh/bohr: 0.0117
Lowest unoccupied orbital energy in eV: 0.8
Charge: 0
E_HOMO in eV: -7.698

***

- The highest largest force on an atom belongs to which entry?
  number 6

***

Please write out number 8 again, unchanged.
C5H7NO in the gas phase, computed with ωB97M-V/def2-TZVPD.

Structure (XYZ):
```
14
Properties=species:S:1:pos:R:3:forces:R:3
C -1.84809 0.08491 0.45297 -0.084 0.007 0.080
N -0.41775 -0.13445 0.32179 0.191 0.070 0.009
C 0.12348 -1.35870 -0.03502 0.081 -0.016 0.155
C 1.34645 -1.14850 -0.60253 0.097 -0.040 0.153
C 1.59869 0.26052 -0.57502 -0.038 0.120 0.040
C 0.49746 0.82961 0.01336 -0.014 -0.231 -0.054
O 0.18563 2.11026 0.34405 0.103 0.114 -0.167
H -2.24642 0.53108 -0.46738 0.044 -0.035 0.220
H -2.08780 0.72943 1.30231 0.095 -0.068 -0.131
H -2.32737 -0.88923 0.58745 0.102 0.215 0.063
H -0.33621 -2.23832 0.38680 -0.116 -0.182 -0.561
H 2.02623 -1.90887 -0.96534 -0.097 0.100 0.194
H 2.49468 0.77514 -0.90198 -0.203 -0.084 0.047
H 1.00389 2.62000 0.32642 -0.163 0.029 -0.050
```
Forces are in eV/Å.

Output
SMILES: Cn1cccc1O
Kohn-Sham gap in Eh: 0.3125
E_tot in eV: -8835.37532
Largest force on an atom in Eh/bohr: 0.0117
Lowest unoccupied orbital energy in eV: 0.8
Charge: 0
E_HOMO in eV: -7.698

***

- largest force on an atom of number 3 (C5H7NO)?
  0.0124 Eh/bohr